No. 1
Density functional theory data (ωB97M-V/def2-TZVPD) for 14 unconnected molecules or ions with the total composition C69H75F9O5 at a distorted geometry.

```
158
Properties=species:S:1:pos:R:3
F 0.571 1.592 4.642
C 0.740 2.920 4.824
C 0.284 3.497 5.981
C 0.229 4.892 6.139
C 0.710 5.647 5.079
C 1.120 5.088 3.867
C 1.260 3.707 3.813
H -0.246 2.842 6.666
H -0.130 5.343 7.050
H 0.679 6.726 5.188
H 1.448 5.644 3.000
H 1.726 3.219 2.967
F -4.598 0.100 -6.321
C -4.315 -0.737 -5.283
C -4.180 -0.200 -4.037
C -3.817 -1.051 -2.990
C -3.391 -2.333 -3.259
C -3.576 -2.861 -4.544
C -4.016 -2.048 -5.588
H -4.502 0.796 -3.771
H -3.889 -0.729 -1.959
H -2.990 -2.910 -2.438
H -3.288 -3.884 -4.751
H -4.142 -2.481 -6.569
F 0.115 3.118 -5.825
C 0.075 1.846 -5.413
C -0.862 0.960 -5.945
C -0.937 -0.359 -5.489
C -0.007 -0.801 -4.550
C 0.897 0.083 -3.975
C 0.945 1.393 -4.427
H -1.538 1.317 -6.712
H -1.758 -0.946 -5.867
H -0.096 -1.808 -4.161
H 1.531 -0.235 -3.159
H 1.556 2.164 -3.970
F -2.683 -5.212 -0.233
C -2.182 -5.474 -1.447
C -2.761 -6.474 -2.217
C -2.264 -6.778 -3.471
C -1.145 -6.096 -3.958
C -0.576 -5.096 -3.181
C -1.028 -4.836 -1.888
H -3.674 -6.941 -1.869
H -2.724 -7.559 -4.060
H -0.768 -6.387 -4.929
H 0.249 -4.504 -3.554
H -0.516 -4.048 -1.351
F 1.369 -2.234 3.186
C 1.127 -3.537 2.918
C -0.110 -3.923 2.417
C -0.381 -5.262 2.162
C 0.641 -6.204 2.441
C 1.859 -5.801 2.951
C 2.125 -4.450 3.170
H -0.850 -3.180 2.144
H -1.364 -5.558 1.830
H 0.528 -7.268 2.282
H 2.656 -6.514 3.113
H 3.110 -4.088 3.433
F -5.238 -0.689 4.798
C -3.931 -1.008 4.842
C -3.009 -0.316 4.069
C -1.648 -0.597 4.162
C -1.312 -1.703 4.947
C -2.206 -2.376 5.732
C -3.538 -2.025 5.709
H -3.409 0.514 3.497
H -0.878 -0.041 3.652
H -0.256 -1.946 4.964
H -1.864 -3.167 6.386
H -4.265 -2.481 6.367
F -4.768 3.002 5.460
C -4.080 3.492 4.411
C -4.647 4.543 3.681
C -3.973 5.017 2.559
C -2.697 4.509 2.293
C -2.146 3.482 3.034
C -2.855 2.936 4.084
H -5.607 4.954 3.963
H -4.362 5.754 1.872
H -2.183 4.954 1.450
H -1.136 3.145 2.837
H -2.420 2.153 4.691
F 2.051 -2.803 -2.626
C 3.105 -3.205 -1.893
C 4.162 -3.880 -2.464
C 5.268 -4.233 -1.718
C 5.413 -3.783 -0.401
C 4.361 -3.057 0.174
C 3.209 -2.828 -0.565
H 4.023 -4.209 -3.488
H 6.140 -4.772 -2.065
H 6.294 -4.061 0.159
H 4.462 -2.810 1.221
H 2.359 -2.300 -0.147
F 7.156 0.358 0.736
C 6.014 0.344 1.449
C 5.068 1.303 1.208
C 3.833 1.233 1.818
C 3.587 0.234 2.747
C 4.580 -0.686 3.076
C 5.818 -0.625 2.417
H 5.245 2.040 0.435
H 3.147 2.018 1.530
H 2.609 0.229 3.213
H 4.497 -1.427 3.859
H 6.610 -1.326 2.647
C -2.474 5.246 -2.935
C -2.173 4.096 -2.012
O -1.541 4.242 -0.986
C -2.541 2.718 -2.513
H -1.711 5.250 -3.716
H -2.378 6.194 -2.406
H -3.478 5.172 -3.350
H -1.823 2.331 -3.236
H -3.575 2.729 -2.858
H -2.554 2.060 -1.640
C 4.394 4.468 -1.313
C 3.051 4.298 -0.677
O 2.897 4.474 0.527
C 1.866 3.947 -1.540
H 4.262 5.174 -2.135
H 4.705 3.492 -1.693
H 5.121 4.834 -0.592
H 1.911 2.859 -1.639
H 1.947 4.391 -2.533
H 0.897 4.197 -1.114
C -5.156 2.005 0.710
C -4.698 0.560 0.667
O -3.581 0.286 0.279
C -5.695 -0.551 0.991
H -5.945 2.107 -0.037
H -4.283 2.622 0.512
H -5.577 2.229 1.691
H -5.221 -1.440 0.575
H -6.665 -0.368 0.537
H -5.686 -0.694 2.073
C 4.679 -0.264 -2.153
C 5.746 0.562 -2.803
O 5.906 1.741 -2.536
C 6.586 -0.137 -3.816
H 3.859 -0.495 -2.831
H 4.359 0.204 -1.223
H 5.182 -1.183 -1.838
H 7.371 -0.793 -3.442
H 7.055 0.591 -4.481
H 5.963 -0.719 -4.500
C 0.096 1.592 0.878
C 0.598 0.589 -0.152
O 1.697 0.716 -0.650
C -0.333 -0.506 -0.519
H 0.938 2.140 1.289
H -0.549 1.092 1.600
H -0.560 2.304 0.367
H -1.234 -0.102 -0.984
H -0.626 -0.954 0.436
H 0.137 -1.252 -1.157
```

Output
Multiplicity: 1
HOMO-LUMO gap, Ha: 0.349
Relative energy (zero: lowest compared OMol25 entry of this formula, charge and spin), kcal/mol: 0.0
Charge: 0
HOMO energy, eV: -9.01

---

No. 2
Density functional theory data (ωB97M-V/def2-TZVPD) for C19H21N3O4 in the gas phase at a distorted geometry.

```
47
Properties=species:S:1:pos:R:3
O -0.316 -1.543 -1.559
C -0.927 -1.780 -0.540
C -0.201 -2.206 0.744
N 1.221 -2.161 0.503
N 1.728 -0.953 0.433
C 2.974 -0.775 0.096
C 3.439 0.613 0.034
C 2.508 1.627 -0.195
C 2.914 2.945 -0.264
C 4.252 3.272 -0.104
C 5.181 2.272 0.130
C 4.780 0.950 0.199
C 3.800 -1.893 -0.224
C 3.279 -3.139 -0.143
C 1.901 -3.348 0.244
O 1.339 -4.424 0.364
N -2.278 -1.732 -0.469
C -3.058 -1.838 0.741
C -3.236 -0.454 1.387
C -3.128 0.641 0.317
C -3.766 0.148 -0.998
C -2.993 -1.064 -1.541
O -1.772 0.988 0.150
C -1.723 2.341 -0.236
C -3.061 2.927 0.264
O -3.767 1.816 0.778
H -0.452 -3.236 1.009
H -0.442 -1.508 1.547
H 1.473 1.353 -0.324
H 2.189 3.725 -0.447
H 4.570 4.302 -0.161
H 6.223 2.523 0.262
H 5.513 0.183 0.402
H 4.817 -1.737 -0.552
H 3.849 -4.022 -0.388
H -4.033 -2.243 0.454
H -2.598 -2.538 1.437
H -2.465 -0.260 2.132
H -4.210 -0.364 1.868
H -4.804 -0.103 -0.777
H -3.764 0.954 -1.731
H -3.680 -1.771 -2.018
H -2.242 -0.757 -2.271
H -0.852 2.792 0.243
H -1.625 2.432 -1.325
H -3.627 3.398 -0.548
H -2.930 3.645 1.076
```

Output
Multiplicity: 1
HOMO-LUMO gap, Ha: 0.315
Relative energy (zero: lowest compared OMol25 entry of this formula, charge and spin), kcal/mol: 62.6
Structure (SMILES): O=C(Cn1nc(-c2ccccc2)ccc1=O)N1CCC2(CC1)OCCO2
Charge: 0
HOMO energy, eV: -8.27

---

No. 3
Density functional theory data (ωB97M-V/def2-TZVPD) for 13 unconnected molecules or ions with the total composition C5H32O12 at a distorted geometry.

```
49
Properties=species:S:1:pos:R:3
C -1.533 -2.697 1.487
C -1.391 -1.212 1.597
C -0.910 -0.330 0.707
C -1.020 1.092 1.026
C -0.274 2.093 0.569
H -2.247 -2.944 2.270
H -0.740 -3.447 1.487
H -2.078 -3.032 0.594
H -1.748 -0.790 2.527
H -0.708 -0.653 -0.311
H -1.851 1.391 1.658
H -0.332 3.087 0.992
H 0.555 1.983 -0.124
H 1.927 0.132 3.558
H 3.482 0.499 3.262
O 2.579 0.574 2.952
H -1.504 -2.972 -1.788
H -0.371 -3.041 -0.798
O -0.541 -2.880 -1.730
H 2.646 2.320 -1.545
H 2.898 1.103 -2.429
O 2.680 2.040 -2.465
H 0.659 2.443 -3.607
H 0.538 1.746 -2.298
O -0.002 2.226 -2.938
H -2.471 0.364 -3.732
H -1.543 0.804 -2.563
O -2.160 0.118 -2.857
H 0.714 -1.565 4.167
H -0.055 -0.322 3.421
O 0.568 -0.620 4.089
H -3.061 -0.769 -0.488
H -3.428 -1.014 -1.835
O -3.523 -1.468 -0.978
H 2.677 0.485 0.841
H 1.983 -0.458 -0.181
O 2.546 0.311 -0.101
H 2.010 3.503 1.590
H 1.968 2.457 2.576
O 1.903 3.425 2.552
H 1.944 -2.438 0.328
H 2.599 -3.851 0.936
O 1.943 -3.159 0.949
H -2.878 2.530 -2.365
H -1.721 3.079 -1.543
O -2.635 2.786 -1.472
H 1.215 -1.529 -2.702
H -0.132 -0.746 -2.623
O 0.825 -0.654 -2.663
```

Output
Multiplicity: 1
HOMO-LUMO gap, Ha: 0.339
Relative energy (zero: lowest compared OMol25 entry of this formula, charge and spin), kcal/mol: 12.8
Charge: 0
HOMO energy, eV: -9.15

---

No. 4
Density functional theory data (ωB97M-V/def2-TZVPD) for 2 unconnected molecules or ions with the total composition C4H4N2O4 at a distorted geometry.

```
14
Properties=species:S:1:pos:R:3
C -0.852 2.028 0.029
C -1.676 -1.188 0.138
C -0.513 -0.340 -0.132
C 1.814 0.081 0.482
N 0.374 -0.685 -1.209
N 0.836 -0.951 0.138
O -1.705 2.244 -0.747
O -2.020 -1.404 1.329
O -0.178 2.487 0.873
O -2.201 -1.750 -0.836
H 2.312 0.398 -0.358
H 1.359 0.990 0.889
H 2.512 -0.374 1.105
H -0.064 -1.536 -1.700
```

Output
Multiplicity: 1
HOMO-LUMO gap, Ha: 0.205
Charge: -2
HOMO energy, eV: 1.10

---

No. 5
Density functional theory data (ωB97M-V/def2-TZVPD) for 5 unconnected molecules or ions with the total composition CH12O4S at a distorted geometry.

```
18
Properties=species:S:1:pos:R:3
C 1.238 1.606 -1.737
S -0.383 2.312 -1.408
H 1.775 1.064 -0.965
H 1.890 2.407 -2.092
H 1.267 0.991 -2.638
H -0.019 3.350 -0.631
O 0.704 -1.107 2.147
H 1.086 -0.681 2.913
H -0.237 -0.870 2.213
O -1.703 -0.489 -0.689
H -1.009 -1.144 -0.634
H -1.166 0.266 -0.970
O 0.844 -1.664 -0.518
H 0.945 -1.637 0.460
H 1.271 -2.472 -0.770
O -2.024 -0.931 2.052
H -2.227 0.004 2.169
H -2.253 -1.005 1.099
```

Output
Multiplicity: 1
HOMO-LUMO gap, Ha: 0.367
Relative energy (zero: lowest compared OMol25 entry of this formula, charge and spin), kcal/mol: 3.6
Structure (SMILES): CS.O.O.O.O
Charge: 0
HOMO energy, eV: -9.42

---

No. 6
Density functional theory data (ωB97M-V/def2-TZVPD) for 2 unconnected molecules or ions with the total composition C3H6IN3 at a distorted geometry.

```
13
Properties=species:S:1:pos:R:3
C -1.590 -2.055 0.483
C 1.337 1.336 0.363
C 0.279 1.639 -0.688
N 1.756 -0.670 1.530
N 1.407 0.279 1.016
N -1.081 -1.171 -0.240
I -0.420 -1.640 -2.153
H -1.951 -3.155 0.279
H -1.839 -1.947 1.489
H 1.918 2.133 0.813
H 0.693 2.429 -1.289
H -0.620 1.949 -0.203
H 0.111 0.872 -1.399
```

Output
Multiplicity: 1
HOMO-LUMO gap, Ha: 0.279
Relative energy (zero: lowest compared OMol25 entry of this formula, charge and spin), kcal/mol: 27.7
Charge: 0
HOMO energy, eV: -7.91

---

No. 7
Density functional theory data (ωB97M-V/def2-TZVPD) for 4 unconnected molecules or ions with the total composition C3H15NO3.

```
22
Properties=species:S:1:pos:R:3
C 1.011 2.072 0.342
C -0.475 1.850 0.467
N -0.919 0.516 0.060
C -2.298 0.266 0.485
H 1.256 3.064 0.719
H 1.387 2.050 -0.689
H 1.574 1.268 0.822
H -1.054 2.544 -0.161
H -0.802 2.109 1.485
H -0.309 -0.213 0.413
H -2.527 -0.797 0.488
H -2.484 0.650 1.494
H -2.966 0.768 -0.207
O 1.437 -1.528 -0.719
H 1.078 -1.217 -1.570
H 1.711 -2.438 -0.875
O 1.258 -2.355 2.092
H 0.910 -1.716 2.707
H 1.226 -1.888 1.242
O -0.272 -0.225 -2.493
H -0.443 0.381 -3.218
H -0.688 0.169 -1.675
```

Output
Multiplicity: 1
HOMO-LUMO gap, Ha: 0.377
Relative energy (zero: lowest compared OMol25 entry of this formula, charge and spin), kcal/mol: 11.2
Structure (SMILES): CCNC.O.O.O
Charge: 0
HOMO energy, eV: -9.55

---

> Which of these has the highest HOMO-LUMO gap?

C3H15NO3

---

> HOMO energy of number 1 (C69H75F9O5)?

-9.01 eV